(1)
Molecular formula: C30H52BrN3P2RuS
Method: DFT, ωB97M-V with the def2-TZVPD basis set

```
90
Properties=species:S:1:pos:R:3:lowdin_charge:R:1
N -5.61316 3.58794 -4.71476 0.313
C -5.62417 4.11967 -3.49540 0.000
C -4.93047 3.55462 -2.42435 0.065
C -4.10684 2.41703 -2.67381 -0.155
C -4.18805 1.83973 -3.97820 0.049
C -4.95068 2.47244 -4.95956 -0.009
C -3.15895 1.92494 -1.70918 -0.057
Ru -0.62188 0.64293 -0.87242 0.733
P 4.53746 -0.82674 -0.74766 1.235
C -2.08525 1.11100 -2.18777 -0.323
C -0.81000 1.85446 -2.49666 -0.414
C 0.11727 1.35272 -3.46678 -0.010
C 1.37150 1.95815 -3.57929 -0.071
C 1.74524 2.96958 -2.66516 -0.650
C 0.77663 3.56220 -1.84314 -0.068
C -0.52723 3.05087 -1.78154 -0.035
Br 3.53654 3.29952 -2.34876 0.983
H -3.24252 2.20129 -0.65301 0.069
H -2.35479 0.32139 -2.90155 0.088
H -4.98339 4.02623 -1.44632 0.146
H -3.62242 0.94992 -4.24972 0.125
H -6.19769 5.04370 -3.36757 0.170
H -4.98023 2.04855 -5.96079 0.164
H -0.20053 0.53922 -4.13295 0.131
H -1.33258 3.56820 -1.26730 0.129
H 2.08459 1.60546 -4.32845 0.131
H 1.02476 4.42953 -1.24191 0.130
P -1.26900 -1.45291 -1.21125 0.894
C 5.28925 0.81913 -0.43359 -0.388
C 6.66088 0.98137 -1.09104 -0.115
H 5.34521 0.95002 0.65846 0.099
H 4.59222 1.57639 -0.83060 -0.007
H 7.01919 2.00598 -0.92962 0.098
H 7.38555 0.28852 -0.65171 0.093
H 6.64048 0.81853 -2.17420 0.080
C 3.88294 -0.53255 -2.43572 -0.375
C 4.42851 -1.58001 -3.41139 -0.123
H 4.18665 0.47952 -2.73732 0.049
H 2.79012 -0.53464 -2.38813 0.058
H 3.92239 -1.50113 -4.37898 0.088
H 5.50270 -1.44940 -3.58698 0.092
H 4.27446 -2.59449 -3.02831 0.080
C 3.29500 -0.97928 0.58465 -0.381
C 3.89087 -1.60419 1.86203 -0.114
H 2.47309 -1.60163 0.20014 0.071
H 2.89098 0.01607 0.79034 0.036
H 3.11572 -2.11754 2.44308 0.079
H 4.66942 -2.33628 1.61586 0.084
H 4.34500 -0.85008 2.51886 0.089
C -1.00457 -2.32054 0.36557 -0.400
C -1.12909 -3.84426 0.39786 -0.090
H -1.73061 -1.87046 1.05258 0.039
H -0.01658 -2.00896 0.72734 0.063
H -2.17872 -4.16660 0.44961 0.092
H -0.66133 -4.32942 -0.46893 0.085
H -0.63150 -4.20986 1.30647 0.092
C -0.07937 -2.07009 -2.47092 -0.356
C -0.72833 -2.70389 -3.70445 -0.107
H 0.61924 -2.74927 -1.95454 0.094
H 0.52829 -1.19796 -2.77682 0.036
H -1.60917 -3.30303 -3.44087 0.078
H -1.04627 -1.92477 -4.41805 0.081
H 0.00258 -3.34679 -4.20978 0.099
C -3.02470 -1.96345 -1.55683 -0.320
C -4.09957 -1.26236 -0.70839 -0.117
H -3.10380 -3.04777 -1.40544 0.100
H -3.17515 -1.75527 -2.62536 0.078
H -4.94065 -0.91756 -1.33679 0.097
H -4.54294 -1.90877 0.06813 0.096
H -3.68940 -0.38578 -0.18857 0.020
C 1.20938 1.49169 1.78264 -0.069
N 0.35981 0.66456 2.64049 -0.167
C 0.78718 0.52496 4.04066 0.002
C -0.93124 0.45863 2.31146 -0.616
S -1.67093 1.31194 0.99899 0.809
N -1.69691 -0.40173 3.03200 -0.164
C -1.07244 -1.62645 3.57454 -0.022
C -3.13182 -0.51471 2.73131 -0.052
H 0.99902 2.56659 1.91047 0.122
H 1.03764 1.22380 0.71490 0.032
H 2.24957 1.28011 2.05642 0.096
H -0.07933 0.60315 4.70820 0.116
H 1.30508 -0.43249 4.20004 0.102
H 1.49695 1.32580 4.26956 0.116
H -0.95964 -1.54278 4.66241 0.116
H -1.72579 -2.48241 3.35212 0.113
H -0.09217 -1.82352 3.11177 0.088
H -3.57425 0.48333 2.69322 0.092
H -3.30615 -1.02353 1.77369 0.050
H -3.59640 -1.10232 3.52595 0.121
```

## Properties
- E: -138416.944 eV
- LUMO energy (spin up / spin down): -11.97 / -13.84 eV
- Spin multiplicity: 5
- Energy relative to the best compared isomer or geometry (same formula, charge and spin): 118.11 kJ/mol
- Frontier orbital gap (spin up / spin down): 6.746 / 5.105 eV
- F_max: 3.55 eV/A
- Charge: +4
- Highest occupied orbital energy (spin up / spin down): -18.71 / -18.94 eV

(2)
Molecular formula: C30H52N2O18
Method: DFT, ωB97M-V with the def2-TZVPD basis set

```
102
Properties=species:S:1:pos:R:3:lowdin_charge:R:1
C 0.26364 3.19462 8.58998 0.008
C 0.47158 3.77338 7.40139 -0.164
C 1.15330 3.07027 6.25955 -0.113
C 0.40266 3.05358 4.91283 -0.439
C 1.41039 2.57634 3.81263 -0.138
O 2.42369 1.71018 4.27761 -0.118
C 2.24686 0.32749 3.99391 -0.294
N 2.50127 -0.49427 5.15847 0.051
C -0.76212 2.05900 4.87996 -0.073
C -1.90987 2.24127 5.86406 -0.341
O -2.86813 1.17945 5.62537 -0.050
C -2.68295 3.55437 5.69629 -0.230
N -4.03923 3.54030 6.19997 0.010
O -0.09974 4.31515 4.49626 -0.133
C 0.77785 5.42083 4.61901 -0.082
H -0.18126 3.73635 9.41398 0.054
H 0.53678 2.16171 8.77224 0.062
H 0.15597 4.80399 7.28134 0.091
H 2.14463 3.49476 6.10059 0.126
H 1.30380 2.03439 6.55922 0.113
H 1.89350 3.43858 3.35359 0.124
H 0.82771 2.09577 3.02291 0.127
H 1.24156 0.09670 3.65247 0.106
H 2.93950 0.02250 3.21470 0.103
H 1.69434 -0.48079 5.76841 0.063
H 3.29826 -0.14494 5.67418 0.078
H -1.14977 1.97280 3.86434 0.138
H -0.29969 1.09186 5.11569 0.120
H -1.56415 2.10799 6.88899 0.125
H -2.37455 0.39830 5.37147 0.075
H -2.11380 4.34380 6.18730 0.105
H -2.70377 3.79439 4.63422 0.121
H -4.09590 3.18853 7.14272 0.067
H -4.65125 3.02107 5.59406 0.062
H 0.57838 5.95829 5.54583 0.082
H 0.55893 6.10070 3.79607 0.095
H 1.82823 5.14656 4.53867 0.088
C 1.85214 -4.19193 4.76995 -0.024
C 3.10920 -4.17112 5.60048 -0.332
C 4.29674 -4.85399 4.96301 -0.096
O 5.03413 -5.31258 6.10373 0.059
C 4.15478 -5.48178 7.12422 -0.567
O 4.40902 -6.02363 8.14833 0.164
O 2.95195 -4.94828 6.80508 0.082
H 2.02385 -3.73697 3.79461 0.087
H 1.50305 -5.21684 4.63472 0.090
H 1.05707 -3.63922 5.26874 0.083
H 3.35385 -3.14681 5.89058 0.139
H 4.90666 -4.18313 4.36318 0.137
H 4.00938 -5.72023 4.36162 0.138
C 4.21389 1.22949 -1.16849 -0.018
C 3.75403 -0.11996 -0.67921 -0.319
C 2.74239 -0.80779 -1.56701 -0.085
O 1.99665 -1.59622 -0.62013 0.072
C 2.08234 -0.98730 0.58015 -0.562
O 1.43020 -1.27139 1.53411 0.150
O 3.01128 -0.00298 0.55183 0.074
H 4.63300 1.14729 -2.17104 0.093
H 3.38042 1.93187 -1.18796 0.094
H 4.97558 1.64074 -0.50637 0.086
H 4.61249 -0.76961 -0.48604 0.158
H 3.19387 -1.44990 -2.31864 0.142
H 2.06128 -0.11138 -2.05531 0.115
C 0.59866 -4.06870 -5.53588 -0.012
C 0.07230 -2.95823 -4.66502 -0.298
C -1.05513 -2.15643 -5.26874 -0.080
O -0.86970 -0.86914 -4.65673 0.066
C 0.42984 -0.74347 -4.34730 -0.571
O 0.95373 0.27800 -4.01627 0.130
O 1.07002 -1.92563 -4.46489 0.082
H -0.20998 -4.74802 -5.80365 0.091
H 1.04272 -3.66350 -6.44598 0.094
H 1.37213 -4.63372 -5.01579 0.086
H -0.20811 -3.34453 -3.68208 0.165
H -2.03206 -2.55656 -5.03603 0.113
H -0.96477 -2.03640 -6.35020 0.139
C -5.96445 -2.41770 -8.91501 -0.016
C -4.68431 -2.38321 -8.12073 -0.316
C -3.51225 -3.08786 -8.76320 -0.080
O -2.75689 -3.52024 -7.61868 0.054
C -3.61401 -3.64979 -6.58340 -0.578
O -3.33200 -4.15103 -5.53774 0.139
O -4.81574 -3.12529 -6.88440 0.098
H -5.80661 -1.99168 -9.90551 0.094
H -6.32465 -3.44195 -9.01854 0.092
H -6.74412 -1.84586 -8.41326 0.087
H -4.41823 -1.35625 -7.86247 0.142
H -2.91020 -2.43317 -9.38748 0.128
H -3.81286 -3.97051 -9.33277 0.140
C -1.61049 4.31664 -7.31156 -0.020
C -2.35092 3.01240 -7.16121 -0.318
C -1.69306 2.00425 -6.24418 -0.083
O -2.12537 0.75989 -6.81329 0.055
C -2.38241 0.96465 -8.12051 -0.559
O -2.58868 0.09307 -8.90728 0.150
O -2.38135 2.28279 -8.40751 0.093
H -1.46012 4.78289 -6.33806 0.093
H -0.64095 4.15305 -7.78259 0.094
H -2.16931 5.00664 -7.94278 0.087
H -3.38683 3.19204 -6.86135 0.159
H -2.01717 2.07737 -5.21001 0.144
H -0.60250 2.04368 -6.28239 0.142
```

## Properties
- E: -71788.932 eV
- LUMO energy: 0.42 eV
- Energy relative to the best compared isomer or geometry (same formula, charge and spin): 0.00 kJ/mol
- Frontier orbital gap: 9.076 eV
- F_max: 0.96 eV/A
- Charge: 0
- Highest occupied orbital energy: -8.66 eV

(3)
Molecular formula: C30H52N2O5P2S2SiTa
Method: DFT, ωB97M-V with the def2-TZVPD basis set

```
95
Properties=species:S:1:pos:R:3:lowdin_charge:R:1
Ta 0.32436 0.09678 0.44810 1.225
C 3.97648 0.88541 1.65299 -0.231
P 2.80968 -0.44669 1.28078 0.781
C 2.71523 -1.47392 2.76882 -0.224
C 3.63056 -1.55372 0.05893 -0.378
C 2.60477 -2.50258 -0.56987 -0.375
P 1.20512 -1.54818 -1.26442 0.747
C 1.96763 -0.56162 -2.58313 -0.225
C 0.07311 -2.69458 -2.07573 -0.213
H 4.93359 0.47990 1.98199 0.065
H 3.56122 1.50653 2.44813 0.051
H 4.12785 1.50974 0.77292 0.051
H 3.71904 -1.73401 3.10724 0.073
H 2.15629 -2.38143 2.54295 0.027
H 2.17693 -0.95655 3.56316 0.032
H 4.41994 -2.11771 0.55904 0.102
H 4.11384 -0.94526 -0.70684 0.082
H 2.21248 -3.20418 0.17058 0.088
H 3.05351 -3.09929 -1.36674 0.104
H 2.46033 -1.22683 -3.29440 0.075
H 2.70101 0.13495 -2.17714 0.046
H 1.17566 0.00209 -3.06875 0.002
H 0.60117 -3.27487 -2.83311 0.067
H -0.71324 -2.10571 -2.55047 0.056
H -0.38298 -3.36533 -1.34855 0.060
S -1.96612 0.91996 -0.01857 0.615
C -1.83025 1.51381 -1.65985 -1.066
N -0.94169 1.14697 -2.52956 0.006
C -1.11562 1.84578 -3.72493 -0.336
C -0.32902 1.70797 -4.87199 -0.025
C -0.61177 2.49039 -5.97317 -0.063
C -1.66970 3.40705 -5.95543 -0.064
C -2.45970 3.55546 -4.83339 -0.072
C -2.16791 2.77052 -3.72033 -0.475
S -2.94412 2.74640 -2.17088 1.066
H 0.47565 0.98473 -4.90793 0.101
H -0.01577 2.38646 -6.86972 0.114
H -1.87546 4.00121 -6.83528 0.116
H -3.28367 4.25646 -4.82236 0.118
O 1.07830 1.91366 -0.08473 -0.342
N 0.56505 3.10222 -0.45235 -0.151
C -0.09181 3.83574 0.45637 0.000
C -0.60902 5.05735 0.08770 0.006
C -0.44526 5.50297 -1.21533 -0.001
C 0.24802 4.71592 -2.12617 0.003
C 0.75429 3.50410 -1.71862 0.004
H -0.17690 3.40605 1.44298 0.124
H -1.13893 5.64216 0.82513 0.133
H -0.85103 6.45834 -1.51838 0.134
H 0.39676 5.02448 -3.15110 0.136
H 1.29987 2.82176 -2.34979 0.145
C 0.00234 1.62980 3.66921 -0.043
C -0.33376 0.71861 4.85060 -0.611
C -1.62669 1.16166 5.51920 -0.009
C 0.80472 0.70421 5.85596 -0.013
O -0.47455 -0.65067 4.38989 -0.094
Si -1.36896 -1.21214 3.15704 0.075
O -0.38179 -0.96433 1.77331 -0.432
O -1.69281 -2.77366 3.26045 -0.082
C -1.19168 -3.88592 4.05645 -0.611
C -1.60451 -3.67444 5.50430 -0.011
C 0.32129 -3.94440 3.92227 -0.026
C -1.84559 -5.12510 3.47280 -0.016
O -2.65664 -0.31942 2.79735 -0.139
C -4.09809 -0.57129 2.85384 -0.609
C -4.45246 -1.56509 1.75906 -0.014
C -4.46285 -1.11154 4.22636 -0.008
C -4.75065 0.77665 2.60581 -0.022
H 0.15649 2.65327 4.01625 0.105
H -0.81861 1.63065 2.94157 0.061
H 0.93416 1.29789 3.19169 0.059
H -1.50467 2.14681 5.97042 0.101
H -1.89259 0.45525 6.30611 0.104
H -2.44017 1.20693 4.79603 0.067
H 0.93625 1.69749 6.28710 0.100
H 1.74711 0.40947 5.38968 0.077
H 0.58697 0.00569 6.66260 0.100
H -1.17412 -2.75399 5.90176 0.084
H -1.25917 -4.50873 6.11543 0.101
H -2.69001 -3.62183 5.58758 0.088
H 0.77332 -3.04568 4.34773 0.074
H 0.60013 -4.03574 2.86899 0.082
H 0.71711 -4.80820 4.45626 0.103
H -2.93095 -5.04142 3.52863 0.094
H -1.53991 -6.01151 4.02881 0.099
H -1.56175 -5.25360 2.42742 0.090
H -3.92329 -2.50668 1.91085 0.082
H -4.18879 -1.16349 0.77960 0.074
H -5.52350 -1.76885 1.77189 0.101
H -4.00504 -2.08619 4.39558 0.073
H -5.54425 -1.22951 4.29911 0.104
H -4.14449 -0.42546 5.01255 0.086
H -4.42642 1.18259 1.64753 0.057
H -4.49079 1.48420 3.39481 0.087
H -5.83533 0.66917 2.58813 0.100
```

## Properties
- E: -94844.577 eV
- LUMO energy (spin up / spin down): -5.83 / -6.14 eV
- Spin multiplicity: 2
- Energy relative to the best compared isomer or geometry (same formula, charge and spin): 125.82 kJ/mol
- Frontier orbital gap (spin up / spin down): 6.995 / 7.118 eV
- F_max: 0.69 eV/A
- Charge: +2
- Highest occupied orbital energy (spin up / spin down): -12.82 / -13.26 eV